C34H80BrN2O14P | the ωB97M-V functional and the def2-TZVPD basis

## Properties
total energy: -147529.4369 eV

```
132
C34H80BrN2O14P | the Open Molecules 2025 dataset | the ωB97M-V functional and the def2-TZVPD basis
O 6.94 1.50 0.58
C 6.05 1.19 -0.20
C 5.30 -0.14 -0.10
C 3.86 0.23 0.31
C 3.61 0.28 1.73
C 2.37 0.60 2.14
C 1.32 0.88 1.23
N 0.11 1.23 1.74
C -0.78 1.51 0.82
P -2.46 1.99 1.46
O -2.16 3.12 2.63
Br -3.52 3.07 -0.22
C -0.52 1.43 -0.58
N 0.63 1.10 -1.14
C 1.55 0.84 -0.15
C 2.87 0.50 -0.58
H 5.71 1.88 -1.00
H 5.69 -0.76 0.71
H 5.29 -0.68 -1.05
H 4.40 0.09 2.46
H 2.13 0.65 3.21
H -1.26 3.48 2.55
H -1.34 1.69 -1.25
H 3.12 0.47 -1.63
C 9.30 -2.31 -1.96
C 8.11 -2.27 -1.02
O 6.88 -2.21 -1.76
H 9.31 -1.43 -2.61
H 10.23 -2.34 -1.40
H 9.25 -3.19 -2.61
H 8.15 -1.38 -0.39
H 8.09 -3.15 -0.38
H 6.84 -3.00 -2.31
C -6.49 0.89 4.30
C -5.15 0.56 4.94
O -4.10 0.62 3.98
H -6.70 0.19 3.49
H -7.29 0.84 5.03
H -6.47 1.89 3.86
H -5.16 -0.45 5.35
H -4.93 1.27 5.75
H -4.08 1.51 3.62
C -7.73 2.16 -0.76
C -7.68 0.73 -1.26
O -6.50 0.53 -2.06
H -7.73 2.86 -1.59
H -8.61 2.33 -0.15
H -6.84 2.38 -0.15
H -8.54 0.52 -1.88
H -7.66 0.02 -0.43
H -5.74 0.71 -1.51
C -7.31 0.34 9.48
C -6.81 1.16 8.30
O -7.82 1.30 7.31
H -7.63 -0.65 9.15
H -6.53 0.22 10.23
H -8.17 0.82 9.94
H -5.96 0.67 7.83
H -6.49 2.15 8.63
H -8.57 1.74 7.72
C -4.13 -1.12 -4.86
C -3.23 0.06 -4.51
O -3.97 1.28 -4.50
H -4.59 -0.97 -5.83
H -3.56 -2.05 -4.87
H -4.93 -1.21 -4.12
H -2.44 0.17 -5.26
H -2.77 -0.08 -3.53
H -4.67 1.19 -3.84
C -1.67 -2.57 -1.46
C -0.35 -2.87 -0.80
O 0.70 -2.78 -1.77
H -1.89 -3.26 -2.27
H -2.49 -2.62 -0.74
H -1.64 -1.56 -1.89
H -0.34 -3.86 -0.38
H -0.15 -2.15 0.00
H 0.68 -1.89 -2.13
C -10.27 -0.74 -5.00
C -11.03 -0.09 -3.86
O -10.30 1.01 -3.32
H -9.29 -1.09 -4.66
H -10.82 -1.58 -5.41
H -10.08 -0.02 -5.80
H -11.19 -0.80 -3.05
H -12.01 0.27 -4.21
H -10.16 1.65 -4.03
C -0.90 -5.13 3.73
C -0.41 -4.32 2.54
O -1.43 -4.22 1.55
H -1.19 -6.13 3.41
H -0.12 -5.22 4.49
H -1.78 -4.67 4.18
H 0.45 -4.79 2.08
H -0.12 -3.31 2.86
H -2.19 -3.79 1.95
C 6.91 1.87 4.81
C 7.46 0.59 4.21
O 6.66 0.16 3.11
H 5.89 1.72 5.16
H 7.52 2.20 5.66
H 6.89 2.67 4.07
H 7.47 -0.21 4.95
H 8.49 0.74 3.85
H 6.66 0.87 2.45
C 4.85 3.61 -4.29
C 4.02 2.38 -3.96
O 4.16 2.03 -2.58
H 5.90 3.43 -4.07
H 4.75 3.87 -5.35
H 4.53 4.46 -3.69
H 4.35 1.52 -4.55
H 2.96 2.56 -4.17
H 3.86 2.78 -2.06
C 13.12 -4.05 0.23
C 11.91 -4.00 1.14
O 10.70 -3.95 0.39
H 13.14 -3.17 -0.43
H 14.05 -4.07 0.80
H 13.08 -4.93 -0.42
H 11.94 -3.11 1.77
H 11.89 -4.88 1.79
H 10.67 -4.74 -0.16
C -2.14 3.65 -5.78
C -1.04 4.70 -5.65
O 0.21 4.09 -5.34
H -2.23 3.08 -4.85
H -3.10 4.12 -6.01
H -1.89 2.94 -6.57
H -1.27 5.40 -4.84
H -0.94 5.26 -6.58
H 0.42 3.48 -6.05
```

---

C34H80CdN2O18 | the ωB97M-V functional and the def2-TZVPD basis

## Properties
ΔE to the lowest compared entry with this formula, charge and spin: 216.5 kcal/mol
total energy: -80938.3087 eV

```
135
C34H80CdN2O18 | the Open Molecules 2025 dataset | the ωB97M-V functional and the def2-TZVPD basis
Cd -4.88 3.18 -2.35
C 0.79 2.11 -1.35
C -0.60 2.63 -1.67
O -1.08 2.66 -2.81
O -1.40 3.05 -0.82
H 1.44 2.90 -0.98
H 1.32 1.62 -2.17
H 0.72 1.31 -0.61
C -9.67 3.06 1.02
C -8.44 3.51 0.24
O -7.33 3.66 0.80
O -8.39 3.46 -0.99
H -9.44 3.02 2.09
H -9.99 2.11 0.60
H -10.37 3.87 0.82
C 8.15 -1.37 -2.11
C 6.85 -0.80 -2.72
O 6.77 -0.84 -4.13
O 8.37 -2.71 -2.57
H 8.17 -1.18 -1.04
H 9.03 -0.86 -2.50
H 6.84 0.28 -2.59
H 5.93 -1.25 -2.35
H 6.21 -0.15 -4.48
H 8.44 -2.71 -3.53
C 6.40 7.48 -1.69
C 5.72 6.24 -1.00
O 6.51 5.58 -0.06
O 5.34 8.24 -2.26
H 7.12 7.09 -2.42
H 6.91 8.01 -0.89
H 5.45 5.49 -1.75
H 4.78 6.58 -0.57
H 5.95 5.56 0.72
H 5.14 8.90 -1.60
C -2.82 5.52 4.16
C -3.34 6.95 3.81
O -3.72 6.92 2.46
O -1.46 5.34 3.65
H -3.38 4.72 3.68
H -2.90 5.22 5.21
H -2.61 7.70 4.12
H -4.23 7.11 4.43
H -4.34 6.22 2.27
H -1.59 4.81 2.86
C -2.49 8.35 -2.88
C -3.60 7.68 -3.77
O -4.54 7.09 -2.96
O -3.17 9.08 -1.88
H -1.75 8.92 -3.43
H -1.94 7.54 -2.38
H -3.21 7.00 -4.53
H -4.19 8.48 -4.24
H -5.02 7.76 -2.46
H -3.21 8.56 -1.07
C -5.30 -0.65 -3.96
C -5.80 0.22 -5.19
O -5.54 1.61 -4.97
O -5.62 0.05 -2.77
H -4.26 -0.87 -4.23
H -5.85 -1.60 -4.00
H -6.88 0.19 -5.07
H -5.46 -0.12 -6.17
H -5.86 1.92 -5.82
H -5.58 -0.60 -2.07
C 0.97 1.45 -7.46
C 2.47 1.72 -7.60
O 3.07 2.26 -6.41
O 0.30 2.66 -7.41
H 0.80 0.82 -6.58
H 0.41 1.06 -8.31
H 2.72 2.25 -8.53
H 2.91 0.73 -7.73
H 2.59 3.10 -6.41
H -0.11 2.78 -6.55
C 8.63 -5.19 2.57
C 7.41 -5.05 3.50
C 7.87 -4.24 4.67
C 6.74 -3.63 5.52
C 5.76 -2.72 4.67
C 5.20 -3.50 3.45
N 6.33 -4.27 2.76
O 5.95 -5.01 1.58
C 4.08 -4.40 3.89
C 4.66 -2.42 2.44
C 6.87 -6.46 3.98
H 8.51 -5.65 1.59
H 9.48 -5.68 3.05
H 9.08 -4.24 2.29
H 8.43 -4.92 5.31
H 8.58 -3.48 4.34
H 7.37 -3.11 6.25
H 6.21 -4.45 6.01
H 6.32 -1.85 4.33
H 4.93 -2.38 5.28
H 3.22 -3.82 4.23
H 3.66 -4.88 3.01
H 4.21 -5.15 4.67
H 5.50 -1.92 1.96
H 4.25 -2.77 1.49
H 3.87 -1.86 2.94
H 6.05 -6.52 4.70
H 7.74 -7.03 4.30
H 6.51 -6.92 3.06
H 6.77 -4.93 1.09
C -3.34 -4.81 2.81
C -3.80 -4.21 1.48
C -4.05 -5.29 0.34
C -5.28 -6.12 0.55
C -6.56 -5.24 0.80
C -6.33 -4.09 1.79
N -5.05 -3.43 1.50
O -4.90 -2.23 2.13
C -7.54 -3.10 1.53
C -6.56 -4.70 3.26
C -2.61 -3.30 0.94
H -2.36 -5.27 2.71
H -4.03 -5.53 3.24
H -3.26 -3.97 3.52
H -4.12 -4.89 -0.67
H -3.33 -6.10 0.44
H -5.27 -6.89 1.31
H -5.48 -6.71 -0.35
H -7.41 -5.86 1.11
H -6.90 -4.94 -0.19
H -7.59 -2.92 0.45
H -8.50 -3.45 1.90
H -7.42 -2.16 2.07
H -7.61 -4.78 3.53
H -6.22 -5.73 3.33
H -6.02 -4.17 4.04
H -2.27 -2.64 1.74
H -2.94 -2.61 0.16
H -1.73 -3.72 0.46
H -4.90 -2.40 3.07
```

---

no.,strongest force on any atom (eV Å⁻¹)
1,2.66
2,4.33